# 1
41
Properties=species:S:1:pos:R:3 method="wB97M-V/def2-TZVPD" multiplicity=5 de_lowest_kcal_mol=0.0 gap_ev="6.039 / 6.270" s2=6.045
Mn -0.3974 -0.1704 0.6113
O -0.8217 -1.0159 4.5128
O 2.7415 -0.2813 -5.4724
O 3.0498 1.9165 -4.9762
O -0.5333 -1.9347 -0.2110
O -3.3051 -0.1303 3.3800
O 0.1900 -3.1040 -1.9876
N 0.5518 0.2724 -1.0646
N -1.2354 -0.3247 2.3263
N -2.1734 0.7132 0.1505
N 1.2805 -0.4658 1.7391
C 1.3551 -0.6705 -3.0882
C 1.8898 0.5622 -3.4567
C -3.0904 0.5514 1.1179
C 1.7346 1.6442 -2.5883
C 0.6894 -0.7877 -1.8896
C 1.0662 1.4705 -1.4026
C 3.5555 -1.0246 2.0997
C 0.9875 -0.8742 2.9839
C -0.4650 -0.7693 3.3945
C 2.5389 -0.5443 1.2956
C -2.5851 -0.0167 2.4271
C 1.9464 -1.3662 3.8402
C -4.8039 1.3816 -0.2972
C 2.6524 0.7534 -4.7993
C 3.2549 -1.4431 3.3867
C -2.5448 1.1907 -1.0415
C -4.4153 0.8763 0.9346
C -3.8569 1.5423 -1.2971
C 0.0696 -2.0778 -1.3731
H 2.7228 -0.2159 0.2817
H 4.0335 -1.8313 4.0295
H -5.1020 0.7195 1.7545
H 4.5618 -1.0717 1.7096
H 2.1548 2.5967 -2.8830
H 1.4668 -1.5245 -3.7428
H -5.8378 1.6427 -0.4786
H 1.6431 -1.6800 4.8290
H -4.1215 1.9287 -2.2706
H -1.7730 1.2857 -1.7929
H 0.9252 2.2772 -0.6912

# 2
12
Properties=species:S:1:pos:R:3 method="wB97M-V/def2-TZVPD" de_lowest_kcal_mol=101.4 gap_ev=10.041
N -1.9602 -1.0173 -0.1717
N -2.6324 0.0410 -0.1103
N -0.7109 0.6035 -0.0351
N -1.8511 1.1650 0.1641
C 0.4671 1.1816 0.0089
C -0.6402 -0.6682 0.0090
C 1.3431 0.2292 -0.2001
C 0.7084 -1.0951 0.1404
H 0.7660 -1.1811 1.2738
H 0.8873 2.2754 -0.2187
H 1.1151 -1.9865 -0.4593
H 2.5077 0.4527 -0.4010

# 3
48
Properties=species:S:1:pos:R:3 method="wB97M-V/def2-TZVPD" gap_ev=4.596
Mg -0.4978 -0.4232 0.6495
N -0.2645 1.3860 1.6259
N 0.4847 0.7298 -0.9119
N -1.9953 -1.2927 -0.4523
C 0.4900 -1.9256 1.8832
C 0.9405 0.3188 -2.1094
C -4.1355 -1.6444 -1.1207
C -0.8715 -3.4110 -1.1914
C -0.4984 1.6276 2.9377
C -0.0188 3.7571 1.2469
C -3.4005 -2.8016 -1.4340
C 4.1182 -0.9423 0.3634
C -0.3608 3.9984 2.5878
C 0.5077 2.0592 -0.5914
C 1.4126 2.5881 -2.7859
C 0.9794 3.0079 -1.5219
C -3.5317 0.6655 -0.1220
C -2.0624 -2.5463 -1.0101
C -0.5595 2.9258 3.4536
C 1.4028 1.2178 -3.0901
C 3.7048 -2.3696 0.0439
C -3.2316 -0.7156 -0.5465
C 0.0781 2.4212 0.7939
H -0.3030 -3.5370 -0.2542
H 5.0808 -0.9024 0.8779
H -0.8029 3.0591 4.5082
H -0.6595 0.7593 3.5847
H 1.7094 0.8267 -4.0551
H 2.7648 -2.3716 -0.5166
H 1.0057 4.0443 -1.2114
H 4.4518 -2.8871 -0.5605
H -3.9731 1.2177 -0.9627
H 1.5622 -2.1347 1.8701
H -1.1964 -4.4010 -1.5417
H -3.7356 -3.7360 -1.8754
H 3.3688 -0.4684 1.0014
H -4.2606 0.6507 0.6995
H 4.2178 -0.3336 -0.5427
H 0.1808 4.5584 0.5480
H -0.4741 5.0190 2.9433
H -5.1861 -1.4476 -1.2676
H -0.1732 -2.9994 -1.9458
H -0.0715 -2.8669 1.7819
H 0.2281 -1.5072 2.8753
H 1.7352 3.3078 -3.5318
H 3.5485 -2.9407 0.9618
H -2.6441 1.2215 0.2174
H 0.9359 -0.7619 -2.3023

# 4
5
Properties=species:S:1:pos:R:3 method="wB97M-V/def2-TZVPD" de_lowest_kcal_mol=1.5 gap_ev=9.599
I -3.8315 0.3985 0.0571
I 0.5882 -1.3554 0.0984
N -3.2828 -2.7209 -0.2307
C -3.4923 -1.5915 -0.0966
H -0.1483 -0.0147 -0.5955

# 5
94
Properties=species:S:1:pos:R:3 method="wB97M-V/def2-TZVPD" multiplicity=5 de_lowest_kcal_mol=0.0 gap_ev="6.032 / 6.371" s2=6.037
Pt -0.0444 1.4927 -1.3194
Cl 2.4379 3.0830 0.1049
P 0.6592 -1.4545 1.5324
O 2.4623 4.5126 0.2275
O 3.4970 2.4772 0.8475
O -4.5671 1.0596 0.5397
O -5.5838 5.0688 -1.0010
O 2.4933 2.7062 -1.2895
O 1.1446 2.5919 0.6306
N -2.6035 -4.2748 -2.6139
N -5.4778 3.2688 0.3397
N -1.2724 3.2966 -0.9374
N 1.1486 -0.9282 0.1212
C 2.7362 -0.6544 -2.5190
C 1.8778 -3.9507 1.2057
C 3.3743 0.0391 -3.5503
C -1.0342 0.7735 1.8476
C -0.2309 -3.6106 -0.0032
C 1.9160 0.4184 3.1675
C -0.6061 0.7301 -3.3886
C -2.5896 3.1886 -0.7307
C 2.0194 -1.9258 3.9834
C -1.9403 0.5164 -3.0437
C -1.2550 -0.9595 3.6026
C -4.8523 2.2907 1.1832
C 1.2938 -0.4743 -2.2756
C -0.2664 -4.0280 2.4616
C 5.4765 -0.9694 -2.9717
C 4.7319 -0.1128 -3.7717
C -0.9691 -0.7419 2.1107
C 0.7352 -0.4163 -1.0094
C 2.0261 -1.0493 2.7252
C -0.3492 -1.7633 -3.5605
C -1.4555 5.6659 -0.7970
C -3.4029 4.2987 -0.5656
C 3.3857 -1.1719 2.0105
C -2.4371 -0.8137 -2.7666
C -1.6578 -1.9052 -3.0442
C -2.1839 -3.2223 -2.8171
C -2.1014 -1.3691 1.2774
C -0.0479 2.0210 -3.5373
C 0.3413 -0.4512 -3.4929
C 4.8564 -1.6590 -1.9406
C -4.8980 4.2390 -0.4366
C -0.7101 4.5087 -0.9511
C 3.4999 -1.4960 -1.7081
C -2.8206 5.5608 -0.6258
C 0.4822 -3.3143 1.3313
H 0.2357 -2.6440 -3.7913
H -0.7038 2.8708 -3.6795
H -0.0644 -4.6608 -0.2523
H 3.4488 -0.4843 1.1683
H -0.8273 1.0109 0.8044
H 5.2119 0.4478 -4.5638
H -5.5034 2.1284 2.0440
H 3.0210 -2.0021 -0.8849
H 3.6082 -2.1776 1.6623
H 1.7323 -5.0052 0.9624
H -3.0110 -0.7946 1.4673
H 0.9751 2.1305 -3.8699
H 4.1538 -0.8910 2.7347
H 0.1721 -3.8521 3.4452
H -2.2599 -0.5742 3.7994
H -1.3055 -3.4642 0.0395
H -3.4502 6.4366 -0.5380
H 2.4607 -3.9053 2.1230
H 1.8368 1.1043 2.3268
H 0.1702 -3.0117 -0.8223
H 2.7847 -1.5363 4.6591
H -1.2396 -2.0026 3.9127
H -2.2985 -2.4051 1.5455
H -0.9596 6.6258 -0.8172
H 2.8350 0.6626 3.7049
H 1.0689 -1.8943 4.5189
H -1.8963 -1.3099 0.2053
H -6.4837 3.3324 0.3423
H 1.0877 0.5797 3.8579
H -2.9829 2.1809 -0.7017
H 2.4575 -3.5048 0.3994
H 2.8078 0.7268 -4.1663
H 5.4323 -2.3224 -1.3068
H 0.3619 4.5405 -1.0898
H 2.2646 -2.9675 3.7834
H -2.0615 1.0836 2.0585
H 0.9565 -0.3145 -4.3860
H -2.6216 1.3558 -2.9925
H -0.2151 -5.1025 2.2672
H -3.8970 2.6659 1.5430
H -3.4355 -0.9373 -2.3704
H -5.3905 0.6731 0.2247
H -1.3214 -3.7608 2.4972
H -0.3642 1.3619 2.4659
H -0.5671 -0.3964 4.2349
H 6.5382 -1.0886 -3.1465

# 6
14
Properties=species:S:1:pos:R:3 method="wB97M-V/def2-TZVPD" de_lowest_kcal_mol=108.9 gap_ev=8.958
O 1.8537 0.3265 -0.4103
C -1.2142 0.6255 -0.4380
C 2.4184 1.0307 0.5482
C -0.2970 -0.5656 -0.5017
C -1.6128 -0.6740 0.1998
C 0.9405 -0.5501 0.3108
H 1.4348 -1.5023 0.5002
H -0.9495 1.4595 0.2116
H 0.7417 -0.0636 1.2743
H -1.7095 0.9242 -1.3571
H 2.5401 2.0357 0.1196
H -1.6059 -0.7229 1.2867
H -0.1708 -1.0399 -1.4677
H -2.3695 -1.2838 -0.2764

# 7
25
Properties=species:S:1:pos:R:3 method="wB97M-V/def2-TZVPD" de_lowest_kcal_mol=36.8 gap_ev=8.731
O -1.1666 -2.2333 0.5427
O 0.4900 -1.9892 1.9990
O -1.4252 -0.8554 2.2024
C 1.1438 -0.4540 -0.3495
C 1.1531 -1.1825 -1.5092
C -0.5919 -1.6817 1.6179
C -1.0335 0.7594 -0.7880
C 0.6060 1.6600 0.7659
C -1.8268 1.8956 -0.5583
C 0.2728 0.6978 -0.2115
C -0.2245 2.7612 0.9862
C -1.4572 2.8616 0.3748
C 2.1570 -2.3271 -1.7830
H 0.3927 -0.8994 -2.2672
H -1.0971 -0.1598 2.8039
H 3.1241 -1.9910 -2.2695
H 1.9106 -0.4762 0.3281
H -1.2952 0.1709 -1.7106
H 1.5829 1.7985 1.2526
H 0.1018 3.5058 1.7587
H -2.8164 1.9945 -1.0132
H 2.6200 -2.5819 -0.7915
H 1.6231 -3.0334 -2.4702
H -2.2244 3.6071 0.6863
H -2.0191 -1.8474 0.4031

# 8
12
Properties=species:S:1:pos:R:3 method="wB97M-V/def2-TZVPD" de_lowest_kcal_mol=120.7 gap_ev=8.258
O 1.4392 0.4447 0.3823
C -0.4550 0.3994 2.4225
C 0.3898 -1.3038 -0.8390
C -0.7790 0.9739 -0.1617
C -0.8245 0.8642 1.3136
C 0.4146 0.0622 -0.2581
H 0.8579 0.9253 1.2492
H 0.9397 -1.9536 -0.1538
H -1.6554 0.5883 -0.6882
H -0.6447 -1.6431 -0.9313
H 0.8704 -1.3468 -1.8212
H -0.5529 1.9892 -0.5143

# 9
223
Properties=species:S:1:pos:R:3 method="wB97M-V/def2-TZVPD" gap_ev=8.976
O -3.8456 -1.6693 1.5543
O 2.0442 5.0688 -1.4314
O 4.4276 4.2809 2.7351
O -1.1771 -3.2937 6.9775
O 2.1490 -1.1678 -4.1434
O -1.1032 5.4389 -1.1649
O -4.1573 -0.0365 -2.7223
O 1.1927 -2.5627 3.0244
O -0.1927 -5.5278 -5.2328
O 8.1569 7.3372 1.2124
O 2.4069 -4.6787 -1.0814
O -3.9560 2.8302 2.8539
O -3.6333 -6.8824 2.1569
O -0.8114 5.4885 4.3517
O 3.6704 1.3928 -1.4890
O -0.1683 -0.0031 4.6507
O -3.0603 -5.5661 -2.0805
O -6.9479 -5.0276 -0.2179
O 0.3413 -0.9347 0.6953
O 3.9080 -1.9073 2.1117
O 1.2761 -2.7346 5.7378
O 5.1131 -4.2029 0.5960
O 2.2333 3.2002 -6.2078
N -2.7153 2.3172 -1.8329
N 2.1413 -3.7208 -5.6537
N 0.7953 -3.5768 0.0980
N 1.6844 -2.5255 -1.5138
N -3.1617 0.0000 3.6931
N 0.9706 1.1205 -0.1095
N -3.0393 -5.0828 4.3151
N 3.9274 3.3872 -3.4436
N 0.4925 4.5247 0.9656
N -0.0144 0.9792 1.8075
N -5.8452 -5.1047 -2.8340
N 6.6309 4.9455 0.8343
C -1.2141 0.8273 5.2363
C -4.6998 -4.9298 -3.7754
C -6.3703 -3.8933 -2.2418
C -4.2565 -5.5667 2.2782
C -7.8527 -5.3215 0.8236
C 1.2558 -4.2166 -6.7143
C -4.0361 -7.6335 0.9984
C 8.8225 6.0301 0.8023
C 4.2015 1.1540 -2.7585
C 1.1712 -0.3824 -4.8500
C 7.8478 7.5434 2.6251
C -2.4245 0.8897 -1.6049
C 6.0042 3.6654 0.9932
C -2.2994 4.6538 -1.2345
C -1.1944 -6.5306 -5.2276
C 8.0257 4.7746 1.2528
C -2.7486 0.0170 -2.7841
C 0.1069 4.8616 3.4439
C 1.3435 3.9666 -6.9852
C 0.7204 -5.5941 -6.2925
C -1.4060 6.7510 -1.5827
C 1.7194 -3.6721 -0.8630
C -2.1784 5.2637 4.2099
C 2.9409 -2.5719 -5.9980
C -0.4316 4.9288 2.0005
C -2.1895 3.1416 -0.7191
C 4.3804 0.6998 -0.4366
C 3.1502 4.3280 -4.2634
C -1.9568 -5.2319 -1.2844
C 3.5037 2.0145 -3.7139
C -4.3047 -2.1955 0.2930
C -4.7584 -0.6600 -3.8413
C 1.7744 5.2016 0.9586
C -4.8653 -0.9140 2.2336
C -7.5095 -4.2395 -1.2890
C -1.8141 -4.4420 6.5111
C -4.4604 -0.6098 3.7060
C 3.2829 -1.7364 -4.7914
C -2.5410 0.0714 5.0674
C 2.4265 6.3942 -1.8855
C -3.4344 -4.5365 3.0001
C 3.9764 4.0801 4.0911
C 0.3727 0.2939 0.7907
C 5.5705 3.4805 2.4250
C 2.6101 4.7872 -0.2234
C -3.4401 -4.5720 -2.9874
C 1.1082 0.5831 4.8511
C -2.2881 -4.1446 5.1039
C 3.2996 4.0328 -5.7805
C -0.5966 -3.3004 8.2771
H 2.8553 3.7282 -0.3046
H 1.6803 6.2839 1.0470
H 7.5387 8.5886 2.6282
H -3.4870 -3.5888 -2.5194
H 1.2893 -2.6735 4.7827
H 8.7564 7.4385 3.2179
H 8.9375 5.9161 -0.2756
H -3.0342 -3.3601 5.2308
H -5.2398 -0.1094 4.2806
H 0.1832 1.9644 1.7050
H -4.2746 3.1446 3.7000
H -2.5071 2.6705 -2.7559
H 9.7693 5.9664 1.3385
H 5.7020 -4.0732 1.3393
H -1.7090 -6.5640 -6.1879
H 0.3342 3.8375 3.7399
H 6.6120 2.8609 0.5790
H -5.7077 -5.6953 -2.0263
H -0.3689 0.5088 2.6279
H -2.6434 -4.3683 -3.7029
H 1.0778 1.5887 4.4317
H 8.1321 4.6766 2.3332
H 7.1114 6.8629 3.0525
H -2.4688 -0.5644 3.2226
H -1.5016 -3.6172 4.5643
H 2.1089 4.4881 -3.9837
H -4.5523 -1.3068 -0.2875
H 1.1534 -1.7534 -1.1371
H -5.7651 -1.5074 2.3967
H 3.6866 5.2746 -4.1988
H 3.5743 3.5903 -2.5194
H -4.0284 -7.0167 0.0998
H 2.4251 2.0568 -3.5625
H 0.6254 -2.0464 2.4518
H 4.0589 0.9823 0.5659
H 0.2781 -3.9486 8.2242
H 1.9075 -0.0204 4.4210
H 5.2740 1.3446 -2.7975
H -3.0495 5.1706 -0.6359
H 0.7642 -3.4169 3.0798
H -4.4844 -5.1855 1.2827
H 6.1672 5.6501 1.3898
H -2.4195 -5.8789 4.2696
H 4.5318 -3.4427 0.6148
H -2.2401 -4.8839 -0.2911
H -1.2511 4.2199 1.8825
H -2.4662 -1.0138 -2.5701
H -3.9887 -3.5986 3.0351
H -1.1783 -3.8457 9.0203
H -4.6314 -0.3406 -4.8757
H -0.7599 -7.5257 -5.1323
H -5.6556 -3.2184 -1.7708
H -5.0964 -2.9445 0.3070
H -1.2060 -5.3464 6.5265
H -1.2984 -6.0915 -1.1595
H -3.0149 0.5839 -0.7411
H -2.6674 -4.6217 7.1650
H -5.2074 -5.7706 2.7705
H 4.2342 3.4845 -5.8981
H 3.7281 1.5757 -4.6861
H -1.3177 1.7718 4.7021
H -3.7427 1.9094 3.0048
H -1.0070 0.9040 6.3037
H 0.8643 2.1223 -0.0363
H 2.4828 -1.8866 -6.7113
H -1.1748 2.9215 -0.3875
H 4.8586 4.2210 4.7155
H -3.5344 -8.5867 0.8319
H 3.2302 4.7813 4.4648
H 6.4172 3.5330 3.1095
H -5.8021 -0.3746 -3.7099
H -0.4723 7.3119 -1.5409
H -1.6189 6.5723 -2.6366
H 8.4896 3.9502 0.7112
H 2.2638 7.1624 -1.1295
H 0.2957 -6.0691 -7.1768
H -7.8691 -3.3095 -0.8488
H -4.2339 -1.5143 4.2704
H 2.1179 -2.4200 -2.4199
H -2.2698 0.3908 -3.6892
H -5.1416 0.0235 1.7512
H -2.6048 -4.1334 2.4194
H -2.8682 2.9707 0.1165
H 3.9429 -2.7899 -6.3675
H 0.4402 -3.5048 -6.8425
H -8.7996 -5.8312 0.6456
H -1.3435 0.8498 -1.4712
H -3.5062 -2.7242 -0.2273
H 1.5305 -6.2948 -6.0903
H -6.8033 -3.2365 -2.9962
H 1.2370 0.7044 5.9267
H 4.1431 -1.1898 2.6999
H 1.5234 0.7425 -0.8656
H -0.6806 5.9779 1.8410
H 0.3656 -2.6831 0.2898
H 4.3249 -0.3852 -0.5246
H 3.7523 -2.3322 -4.0085
H 0.5421 -2.1808 6.0037
H -1.9586 -6.4420 -4.4554
H 3.0845 -2.2457 2.4631
H -2.7660 4.6130 -2.2187
H 5.1291 3.7659 0.3512
H 5.4173 1.0171 -0.3259
H -0.2499 -2.3382 8.6542
H 3.4364 6.4410 -2.2929
H -2.5238 5.6224 3.2404
H 0.4909 4.2304 -6.3594
H -8.2553 -4.9050 -1.7239
H 0.6959 -4.3587 0.7295
H -8.1071 -4.4109 1.3660
H 3.6501 5.0955 -0.1163
H 1.7678 4.7747 -7.5812
H 4.1097 0.0773 -2.9012
H 3.5616 3.0809 4.2240
H -2.7606 5.5823 5.0745
H -4.9478 -4.1739 -4.5206
H -3.2645 0.4841 5.7704
H -2.5517 -0.9313 5.4946
H -4.5968 -5.8218 -4.3934
H 0.5660 0.0384 -4.0470
H -1.3643 -4.4101 -1.6867
H 1.7767 6.6602 -2.7192
H 1.5778 0.2693 -5.6233
H 0.5726 -1.0203 -5.5003
H 0.9887 5.4988 3.5112
H 3.3125 4.9344 -6.3928
H -5.0575 -7.8896 1.2802
H 1.9043 -4.3207 -7.5842
H -4.5532 -1.7212 -3.7005
H 1.5625 -3.3542 -4.9116
H 1.0052 3.2135 -7.6969
H -2.3798 4.1926 4.1919
H 0.1586 4.7334 0.0355
H 3.8582 -0.8506 -5.0604
H 2.3164 4.9857 1.8793
H -7.4302 -6.0067 1.5585
H 5.2397 2.4429 2.4714
H -2.1171 7.3069 -0.9717

# 10
8
Properties=species:S:1:pos:R:3 method="wB97M-V/def2-TZVPD" de_lowest_kcal_mol=1.3 gap_ev=7.261 total_charge=+1
Sn -1.9105 -0.8137 0.7894
O -0.8524 1.8384 -0.9030
O 0.6770 0.4634 -0.0811
O 1.1383 -2.9135 -0.2020
C 0.6312 -1.8669 -0.1080
C -0.0548 -0.7466 0.0391
C -0.0140 1.5991 -0.0762
H 0.3852 2.4400 0.5419

DFT total energy? In order: -69449.147 -10168.441 -30024.458 -18743.397 -80333.252 -7357.534 -16706.086 -7324.049 -119048.461 -15090.063 eV.